The following is a quantum chemistry calculation of one molecule with the formula C6H9NO in a non-equilibrium geometry, from OMol25.

```
17
Properties=species:S:1:pos:R:3:forces:R:3
O -2.865 -0.634 0.093 1.6897 5.4911 0.6538
C -1.451 -0.147 0.360 1.1517 -0.6386 0.6422
C -0.584 0.828 -0.519 0.4283 -2.4064 5.6921
C 0.668 1.322 0.272 0.7319 -3.0397 -0.9380
C 1.590 0.097 -0.101 0.0120 1.2746 -0.1531
C 1.449 -1.260 0.490 0.8790 -3.1224 1.8133
N 0.830 -0.945 -0.732 2.5507 -1.6488 -1.6057
C -0.476 -0.604 -0.814 -3.2126 1.7168 0.9240
H -3.287 0.335 0.064 0.5676 -3.4080 0.0486
H -1.062 0.056 1.516 -1.5421 -1.3668 -2.9968
H -0.920 1.507 -1.094 -2.9225 4.4413 -4.4252
H 0.647 1.318 1.365 -0.5760 0.6551 -0.1843
H 1.165 2.178 -0.184 -0.4937 0.2536 0.3663
H 2.372 0.434 -0.773 0.8860 -0.4919 0.6761
H 2.311 -2.066 0.470 -1.5924 1.8129 -0.0911
H 0.678 -1.574 1.277 1.3648 1.2265 -0.5682
H -1.066 -0.846 -1.690 0.0777 -0.7493 0.1460
```
Forces are in eV/Å.

The HOMO-LUMO gap comes out at 9.77 eV. As for the net charge: 0. For the energy above the lowest of the compared OMol25 structures with the same formula, charge and spin, the calculation gives 124.4 kcal/mol. The structure (SMILES) is O[C@@H]1[C@H]2C[C@H]3CN3[C@@H]12.